ORCA calculation (the ωB97M-V functional and the def2-TZVPD basis) on 16 unconnected molecules or ions with the total composition C21H44Cl30NO3P at a distorted geometry.

Positions of all 100 atoms, in Å:
C  7.26457  -3.97242  1.29982
C  6.15505  -3.23467  1.32771
C  5.90988  -2.08114  2.27658
O  4.56008  -1.67756  2.30929
C  4.05808  -1.17758  1.08345
C  2.88705  -1.99797  0.58108
O  1.72168  -1.72740  1.32632
C  0.53872  -1.55205  0.58155
P  -0.66438  -2.96562  0.60580
N  -1.74398  -2.63080  1.87622
O  0.31483  -4.15043  1.20662
H  7.22782  -5.03820  1.10764
H  8.24965  -3.55421  1.49784
H  5.37027  -3.44740  0.60802
H  6.14184  -2.43167  3.27970
H  6.57828  -1.22547  2.08416
H  4.83621  -1.16495  0.31077
H  3.73339  -0.14290  1.23522
H  2.74256  -1.78996  -0.48654
H  3.14990  -3.05758  0.66772
H  0.00055  -0.70429  1.01840
H  0.72148  -1.31062  -0.46927
H  -1.45181  -1.97458  2.59270
H  -2.64463  -2.35832  1.50734
H  0.00305  -4.98892  0.84793
C  -1.11950  1.11505  -2.34135
Cl  -1.81518  0.22335  -0.98903
Cl  0.53640  0.60290  -2.71285
H  -1.73330  0.93600  -3.21611
H  -1.10460  2.16864  -2.08442
C  -1.05841  3.56310  1.12512
Cl  -2.26067  4.31561  0.06044
Cl  -1.68784  2.09899  1.88541
H  -0.20147  3.30072  0.51489
H  -0.77933  4.26898  1.89756
C  4.81305  -6.67523  -0.86357
Cl  5.67445  -5.43656  -1.80141
Cl  3.64690  -5.96932  0.25641
H  4.27657  -7.30921  -1.55917
H  5.55118  -7.23926  -0.30407
C  -5.57076  3.22113  -0.99815
Cl  -5.42396  4.50084  -2.22031
Cl  -6.15297  1.70577  -1.69451
H  -4.59173  3.04895  -0.56761
H  -6.27962  3.56262  -0.25319
C  -8.91718  5.21107  1.75890
Cl  -9.72927  4.54730  3.17967
Cl  -7.21691  4.72477  1.67313
H  -9.42204  4.84464  0.87346
H  -8.95803  6.29190  1.81294
C  -8.44284  3.49219  6.73821
Cl  -9.24852  2.81251  8.15592
Cl  -6.73600  3.03706  6.64550
H  -8.94131  3.11869  5.85225
H  -8.50527  4.57217  6.79433
C  -3.62773  4.39129  -5.33961
Cl  -4.21147  3.52646  -6.76753
Cl  -2.32843  3.52253  -4.51735
H  -3.24207  5.35194  -5.65880
H  -4.45044  4.50559  -4.64427
C  -2.04613  -2.34697  -4.52234
Cl  -2.65586  -0.82596  -5.20487
Cl  -2.41124  -2.51312  -2.80631
H  -2.51179  -3.16373  -5.06038
H  -0.96974  -2.36399  -4.64489
C  8.97886  -8.07451  0.05260
Cl  9.21337  -6.45701  0.71357
Cl  7.38429  -8.75185  0.44372
H  9.06772  -8.02133  -1.02646
H  9.73077  -8.72964  0.47313
C  -13.19261  3.63889  6.68066
Cl  -13.02918  2.20472  7.69346
Cl  -11.69738  4.04201  5.81955
H  -13.96175  3.45175  5.94158
H  -13.45218  4.48054  7.31086
C  -0.39982  7.26950  -0.74026
Cl  -0.98151  6.57563  -2.25619
Cl  0.83402  6.26051  0.03001
H  0.03644  8.23942  -0.94503
H  -1.24126  7.35267  -0.06251
C  -8.14862  3.22568  -6.23443
Cl  -7.63508  4.41465  -5.03194
Cl  -9.75234  3.57805  -6.88978
H  -7.43263  3.23814  -7.04724
H  -8.17826  2.25420  -5.75636
C  8.37714  -6.01983  -4.51607
Cl  7.88241  -6.05576  -6.21148
Cl  9.42569  -7.38257  -4.09423
H  8.92743  -5.10412  -4.33686
H  7.49065  -6.07032  -3.89591
C  12.94642  -6.19250  -0.67850
Cl  11.97789  -4.95175  -1.47709
Cl  12.13838  -7.76783  -0.66665
H  13.88238  -6.30090  -1.21231
H  13.11442  -5.88791  0.34729
C  2.40985  6.62794  3.91261
Cl  2.59433  8.08069  2.92510
Cl  1.79908  5.24860  2.98782
H  3.37992  6.36107  4.31319
H  1.70412  6.84049  4.70605

Computed properties:
- energy (eV) = -415083.1425
- multiplicity = 1
- HOMO level (eV) = -7.9632
- E_LUMO (eV) = 0.364

ORCA calculation (the ωB97M-V functional and the def2-TZVPD basis) on 7 unconnected molecules or ions with the total composition C21H45B4BrO11 at a distorted geometry.

Positions of all 82 atoms, in Å:
C  -0.36713  -1.18166  0.65323
C  -1.36187  -0.55218  1.79434
O  -2.71569  -1.12903  1.83000
B  -2.69785  -2.59920  1.95120
O  -2.72515  -3.38901  0.67145
B  -2.59987  -3.47693  3.34305
O  -2.75855  -4.97214  3.25559
B  -1.36885  -5.44945  3.58568
C  -0.52203  -6.18504  2.38448
O  -0.89800  -5.15906  4.95357
B  -1.35649  -3.82742  5.42724
Br  -0.60861  -3.09680  7.14680
O  -2.31949  -2.94981  4.69932
H  0.39378  -1.97878  1.10588
H  -0.93968  -1.60443  -0.29944
H  0.28448  -0.27367  0.23513
H  -1.49851  0.60360  1.53345
H  -0.79333  -0.57596  2.82445
H  -1.77787  -3.69062  0.46750
H  -0.43772  -7.34973  2.47648
H  0.52549  -5.64493  2.21500
H  -1.12923  -5.97913  1.37759
C  -4.77727  0.01760  -0.95847
C  -4.66883  -0.88261  -2.16001
C  -5.44079  -2.17458  -2.13090
O  -3.97622  -0.57427  -3.12850
H  -4.16772  0.91305  -1.11975
H  -5.81684  0.32322  -0.81578
H  -4.40794  -0.50178  -0.07059
H  -6.50989  -1.96674  -2.04042
H  -5.10095  -2.79162  -1.29530
H  -5.26775  -2.72176  -3.06378
C  3.55851  0.68629  4.52248
C  2.16571  0.87040  3.98207
C  1.33771  1.98509  4.56333
O  1.72132  0.13830  3.09930
H  4.03821  -0.15458  4.01041
H  4.14906  1.58818  4.34267
H  3.51589  0.46623  5.59218
H  1.82923  2.94483  4.38542
H  1.19610  1.82281  5.63481
H  0.35587  1.99878  4.07812
C  2.34032  -5.70938  8.24808
C  2.91626  -5.17924  9.53379
C  1.94801  -4.77661  10.61377
O  4.13136  -5.07909  9.69580
H  3.15575  -5.95972  7.56120
H  1.75973  -6.61392  8.44611
H  1.71085  -4.94772  7.78104
H  1.34992  -5.63948  10.91724
H  1.30115  -3.97334  10.25213
H  2.50540  -4.41301  11.48368
C  -1.82623  3.55150  -6.30198
C  -1.86012  2.81960  -4.98707
C  -2.24797  1.36532  -5.01231
O  -1.58141  3.38793  -3.93252
H  -1.53004  4.59184  -6.13067
H  -1.09598  3.08513  -6.96811
H  -2.81912  3.54109  -6.75867
H  -1.53661  0.80150  -5.62094
H  -3.25966  1.25756  -5.41146
H  -2.22938  0.96708  -3.99217
C  2.75304  6.22437  -7.11227
C  1.36025  6.40848  -7.65267
C  0.53224  7.52316  -7.07142
O  0.91585  5.67637  -8.53545
H  3.23274  5.38349  -7.62434
H  3.34360  7.12625  -7.29208
H  2.71042  6.00430  -6.04257
H  1.02376  8.48290  -7.24933
H  0.39064  7.36089  -5.99994
H  -0.44959  7.53685  -7.55663
C  4.70138  2.47113  -4.44469
C  3.64094  3.26581  -5.15866
C  2.21879  2.78613  -5.04301
O  3.92549  4.26872  -5.81133
H  5.67896  2.93396  -4.61648
H  4.50112  2.46537  -3.37029
H  4.72477  1.44977  -4.83298
H  1.90785  2.79436  -3.99534
H  2.13159  1.77886  -5.45803
H  1.56268  3.45632  -5.60869

Computed properties:
- energy (eV) = -117782.8235
- multiplicity = 1
- HOMO level (eV) = -9.1792
- E_LUMO (eV) = -1.283

| no. | orbital gap (eV) |
| --- | --- |
| 1 | 8.327 |
| 2 | 7.896 |